# C9H18ClNO4

A single C9H18ClNO4 molecule in a non-equilibrium geometry (ωB97M-V/def2-TZVPD, the Open Molecules 2025 dataset).

Geometry (Å):
Cl  -2.5537  -1.4821  1.3605
O  -3.8881  -0.2195  -0.4202
O  -2.5918  -0.1606  -2.0355
O  -2.4101  1.6570  0.9781
O  -1.2809  -2.5999  -1.2496
N  -2.7985  -0.3590  -0.8745
C  -1.8235  -0.4994  0.2248
C  0.5525  -3.1586  0.8416
C  -0.6597  -1.5166  -0.7531
C  -1.0643  2.3381  -1.3865
C  1.8701  -1.4992  -0.6932
C  -1.3517  0.8453  0.7076
C  0.3266  2.6226  0.7149
C  -0.3479  1.6319  -0.2370
C  0.6243  -1.7364  0.2087
H  -2.8720  1.6415  1.8223
H  0.6669  -1.0273  1.0222
H  1.3992  -1.3264  -1.7523
H  0.7376  -3.8934  0.1507
H  1.1854  2.9874  0.1782
H  1.2067  -3.3318  1.5950
H  -0.3657  -0.7094  -1.4524
H  -1.2424  -3.4256  -0.6105
H  -0.2048  3.4413  0.9722
H  2.4620  -0.6038  -0.4991
H  -0.3418  3.1539  -1.6941
H  0.4149  0.9002  -0.6727
H  -0.3898  -3.2338  1.2834
H  -1.9401  2.7724  -0.9416
H  -1.2707  1.6388  -2.1714
H  0.6867  2.0185  1.4802
H  2.5002  -2.2865  -0.7130
H  -0.8373  0.7083  1.6101

Cartesian forces (eV/Å) of the 3 atoms listed first:
-0.46 -1.27 2.33
-3.18 -0.17 0.43
1.85 -0.45 -1.43

Results
HOMO level = -9.5 eV
SMILES = CC(C)[C@@H](O)C(Cl)([C@H](O)C(C)C)[N+](=O)[O-]
LUMO = 0.497 eV
Total energy = -31821.5227 eV
Kohn-Sham gap = 9.98 eV
ΔE to the lowest compared entry with this formula, charge and spin = 0.648 eV



# C9H18CoN2O5S

A molecular structure, C9H18CoN2O5S (ωB97M-V/def2-TZVPD, the Open Molecules 2025 dataset).

Geometry (Å):
Co  -0.4994  0.4727  0.0093
S  1.8806  -2.9835  -0.0545
O  -2.2037  3.9655  0.0008
O  -0.6887  2.3244  -0.0025
O  -0.2252  0.5460  1.9581
O  -0.2348  0.5181  -1.9451
O  1.3923  0.6219  0.0002
N  -0.4159  -1.4239  0.0171
N  -2.4191  0.3722  0.0145
C  2.0420  0.5237  -1.2728
C  -1.9165  2.8006  -0.0045
C  2.0479  0.5335  1.2699
C  -1.2486  0.9884  -2.8499
C  1.0446  1.1506  -2.2151
C  -1.2296  1.0335  2.8650
C  0.5609  -2.1002  -0.0127
C  -3.0164  1.7320  0.0059
C  1.0599  1.1769  2.2114
H  -2.1136  0.4133  2.7489
H  -2.6994  -0.1761  0.8219
H  -0.8616  0.9137  3.8822
H  -1.4736  2.0387  -2.6595
H  2.2370  -0.5144  1.5113
H  2.9727  1.0910  -1.2539
H  1.3249  0.9953  3.2526
H  0.9477  2.2223  -2.0334
H  -3.6455  1.8696  -0.8712
H  -3.6448  1.8812  0.8814
H  0.9647  2.2460  2.0151
H  -2.1272  0.3629  -2.7208
H  2.2358  -0.5257  -1.5033
H  -1.4475  2.0834  2.6650
H  -0.8876  0.8615  -3.8688
H  1.3058  0.9563  -3.2551
H  -2.7022  -0.1905  -0.7823
H  2.9820  1.0947  1.2408

Cartesian forces (eV/Å) of the 3 atoms listed first:
0.06 0.11 -0.05
0.01 -0.09 0.01
0.00 0.00 -0.04

Results
HOMO level (spin up / spin down) = -11.8 / -11.8 eV
LUMO (spin up / spin down) = -4.512 / -4.510 eV
Total energy = -71298.0946 eV
Net charge = +1
Kohn-Sham gap (spin up / spin down) = 7.24 / 7.24 eV
ΔE to the lowest compared entry with this formula, charge and spin = 0.000 eV



# C9H18F6KO9P

A molecular structure, C9H18F6KO9P in a non-equilibrium geometry (ωB97M-V/def2-TZVPD, the Open Molecules 2025 dataset).

Geometry (Å):
K  0.6721  -0.5034  -1.3183
P  3.0187  -3.2732  -2.5218
F  3.0441  -1.9601  -3.4963
F  4.5002  -3.6592  -3.0068
F  1.4840  -2.9462  -2.0517
F  2.3546  -4.1963  -3.7164
F  3.6497  -2.2993  -1.3857
F  2.9200  -4.5727  -1.5748
O  -0.5852  2.1254  -1.1386
O  -2.7514  2.0451  -0.7190
O  2.4506  2.0011  2.3049
O  -1.5296  -1.0473  0.4998
O  1.6491  0.1418  1.3369
O  2.9542  0.1289  3.1914
O  -3.2129  -2.5156  0.2677
O  -1.8897  3.9511  -1.4192
O  -1.2829  -3.2659  0.8492
C  2.7918  -1.2872  3.3319
C  -3.9831  2.7541  -0.5642
C  -1.6529  2.6700  -1.1009
C  1.8803  2.8092  1.2681
C  0.0716  -3.1493  1.2399
C  -1.9722  -2.1922  0.4955
C  -0.7443  4.6824  -1.8243
C  2.3119  0.6966  2.1860
C  -4.0977  -1.5202  -0.2082
H  -4.5751  2.1793  0.1438
H  -3.7389  -1.0842  -1.1417
H  -0.8605  5.7361  -2.0396
H  -5.0893  -1.9288  -0.3608
H  3.0836  -1.6022  4.3266
H  -0.1640  4.1767  -2.6006
H  0.9397  2.3926  0.9320
H  0.3107  -4.0675  1.7710
H  -3.8307  3.7562  -0.1747
H  1.8190  3.8064  1.7018
H  -4.1529  -0.6787  0.4834
H  1.7683  -1.5005  3.0366
H  0.7470  -2.9852  0.4019
H  2.6024  2.9662  0.4644
H  -4.5402  2.8022  -1.4987
H  0.2006  -2.3548  1.9780
H  3.4440  -1.8422  2.6536
H  -0.0148  4.6105  -1.0021

Cartesian forces (eV/Å) of the 3 atoms listed first:
0.16 -0.02 0.30
0.46 -1.33 -1.79
-0.70 -0.24 -0.01

Results
HOMO level = -11.2 eV
LUMO = -0.227 eV
Total energy = -69978.7946 eV
Kohn-Sham gap = 11.01 eV



# C9H18F6NOPRb

A molecular structure, C9H18F6NOPRb in a non-equilibrium geometry (ωB97M-V/def2-TZVPD, the Open Molecules 2025 dataset).

Geometry (Å):
Rb  3.4365  -2.8820  1.4066
P  6.9177  -4.3400  -3.2703
F  5.2633  -4.4515  -3.0769
F  6.9888  -5.8914  -3.6271
F  8.5258  -4.2003  -3.4761
F  6.7351  -3.9900  -4.8309
F  7.0052  -4.7365  -1.7488
F  6.5982  -2.7516  -2.8307
O  0.2723  1.3806  1.8896
N  -0.8554  0.8733  1.1097
C  -1.2166  3.2150  0.0750
C  -2.0649  0.9947  -1.0278
C  -2.0746  0.5730  1.9184
C  -3.1975  -0.1278  0.9439
C  -2.7380  1.7246  2.6321
C  -1.5600  -0.5017  2.9480
C  -3.3420  0.6973  -0.3716
C  -1.0340  1.6932  -0.1521
C  0.3087  1.5476  -0.9183
H  -2.2489  3.5649  0.0795
H  -4.0406  1.5172  -0.2047
H  -3.7634  0.0246  -1.1186
H  -0.9409  0.0489  3.6563
H  -2.9717  -1.1497  0.6392
H  -1.6990  0.0681  -1.4700
H  -2.3843  -0.9453  3.5065
H  1.2170  1.9070  -0.4346
H  -3.6682  1.4272  3.1164
H  0.2661  1.8488  -1.9650
H  -4.2072  0.0176  1.3280
H  -2.0776  2.1444  3.3908
H  -0.9640  -1.3323  2.5696
H  -3.1675  2.4947  1.9914
H  -0.7828  3.7823  -0.7485
H  -0.8683  3.4990  1.0680
H  -2.1655  1.7475  -1.8096
H  0.4983  0.5084  -1.1873

Cartesian forces (eV/Å) of the 3 atoms listed first:
-0.09 0.29 -0.31
-2.22 0.98 -0.90
-0.11 -0.69 -0.68

Results
HOMO level = -2.6 eV
LUMO = 0.204 eV
Total energy = -39415.5072 eV
Net charge = -1
Kohn-Sham gap = 2.76 eV
ΔE to the lowest compared entry with this formula, charge and spin = 3.349 eV



# C9H18F9KO17P2S3

A molecular structure, C9H18F9KO17P2S3 in a non-equilibrium geometry (ωB97M-V/def2-TZVPD, the Open Molecules 2025 dataset).

Geometry (Å):
K  0.1980  0.0186  1.2020
S  -1.7852  -0.5973  4.9408
S  -3.8430  1.6112  1.5922
S  -2.1531  -3.0105  0.9488
P  0.0000  2.0201  -2.5436
P  3.1435  -1.5447  -1.4115
F  -1.7793  -5.0400  2.5251
F  -2.0080  1.4965  6.5716
F  -0.2277  -3.5614  2.7038
F  -5.8218  2.5362  0.0948
F  -0.8731  -0.0853  7.4595
F  -4.3344  1.4263  -1.0110
F  0.0647  1.1205  5.9041
F  -3.9193  3.4119  -0.3453
F  -0.2869  -4.9165  1.0223
O  -0.9624  2.9593  -3.3591
O  -2.8002  -3.8459  -0.0481
O  2.4260  -0.8767  -0.3473
O  4.7085  -1.7208  -1.1500
O  -3.9313  2.7370  2.4998
O  1.4387  2.5821  -2.8753
O  3.1769  -0.8749  -2.8249
O  -0.0619  0.7305  -3.4162
O  -3.1561  -0.2142  4.8720
O  -3.0820  -2.3801  1.7928
O  -1.6103  -1.9509  5.4158
O  -2.4937  1.2020  1.2352
O  2.6294  -2.9578  -1.7796
O  -0.3059  1.7984  -1.1482
O  -1.2254  -2.0304  0.3586
O  -0.9526  -0.2235  3.8040
O  -4.7354  0.5304  1.8182
C  3.5484  0.4853  -2.9424
C  2.2022  3.2447  -1.8357
C  -1.0313  -4.1789  1.8570
C  5.2787  -1.5420  0.1568
C  -1.2974  4.2235  -2.7774
C  -1.1078  -0.1909  -3.1065
C  -4.5454  2.2689  0.0180
C  -1.0868  0.5555  6.2803
C  1.7777  -3.7148  -0.9040
H  4.5663  -1.8969  0.9075
H  4.5418  0.5309  -3.3784
H  1.2529  -3.0992  -0.1774
H  -1.0544  4.2650  -1.7149
H  3.4963  1.0195  -1.9936
H  -0.7955  -1.2312  -3.2287
H  2.7925  0.9468  -3.5746
H  -0.6789  4.9769  -3.2794
H  2.2483  2.6427  -0.9262
H  2.3702  -4.4581  -0.3625
H  -1.4838  -0.0820  -2.0903
H  -2.3474  4.4086  -2.9027
H  6.1898  -2.1360  0.2728
H  5.5882  -0.5219  0.4035
H  1.7713  4.2158  -1.6083
H  -1.9226  -0.1010  -3.8313
H  3.2117  3.2867  -2.2422
H  1.0780  -4.2683  -1.5208

Cartesian forces (eV/Å) of the 3 atoms listed first:
-1.08 0.02 0.22
0.01 -0.48 -0.71
1.02 -0.12 0.35

Results
HOMO level = -3.0 eV
LUMO = 3.223 eV
Total energy = -136307.4372 eV
Net charge = -2
Kohn-Sham gap = 6.25 eV
ΔE to the lowest compared entry with this formula, charge and spin = 2.775 eV



# C9H18FHfO3

A molecular structure, C9H18FHfO3 in a non-equilibrium geometry (ωB97M-V/def2-TZVPD, the Open Molecules 2025 dataset).

Geometry (Å):
Hf  -1.1180  2.0546  -1.2688
F  -1.0922  -0.2067  -1.2994
O  0.6338  1.3176  0.2638
O  1.0140  1.8785  -2.2535
O  -4.1142  -2.2442  2.8871
C  1.7154  1.2685  -3.0855
C  0.8550  0.7438  1.3481
C  2.2304  -0.1187  -2.7839
C  0.7202  1.3897  2.6975
C  -3.2435  -1.8269  2.1884
C  -3.2339  -1.9318  0.6587
C  2.0168  1.8466  -4.4660
C  1.3607  -0.6641  1.3602
C  -2.1566  -0.9828  2.8807
H  1.5701  -0.5463  -2.0234
H  2.4524  -0.7252  1.3693
H  -3.1726  -0.9355  0.2204
H  -0.3148  1.5254  3.0152
H  1.0117  -1.2161  0.4866
H  1.3468  2.2703  2.8459
H  1.0250  -1.1854  2.2561
H  2.1162  -0.8123  -3.6156
H  1.6756  1.2872  -5.3383
H  -2.4116  -2.5850  0.3564
H  -2.4379  0.0475  2.6492
H  -2.1817  -1.0720  3.9643
H  -4.0755  -2.5310  0.3126
H  1.1170  0.6529  3.3963
H  3.2017  -0.1313  -2.2870
H  -1.2541  -1.3564  2.3967
H  1.6372  2.8564  -4.6268
H  3.1067  1.9326  -4.5049

Cartesian forces (eV/Å) of the 3 atoms listed first:
6.60 -7.46 0.46
-0.89 5.63 -0.14
-2.47 1.15 -1.42

Results
HOMO level = -18.2 eV
LUMO = -15.794 eV
Total energy = -19754.6545 eV
Net charge = +3
Kohn-Sham gap = 2.45 eV
ΔE to the lowest compared entry with this formula, charge and spin = 0.000 eV